No. 1
{
  "formula": "C36H25F15GeN9O2S3Sc",
  "method": "ωB97M-V/def2-TZVPD",
  "gap_ev": [6.00, 5.30],
  "multiplicity": 1,
  "species": ["Ge", "Sc", "S", "S", "S", "F", "F", "F", "F", "F", "F", "F", "F", "F", "F", "F", "F", "F", "F", "F", "O", "O", "N", "N", "N", "N", "N", "N", "N", "N", "N", "C", "C", "C", "C", "C", "C", "C", "C", "C", "C", "C", "C", "C", "C", "C", "C", "C", "C", "C", "C", "C", "C", "C", "C", "C", "C", "C", "C", "C", "C", "C", "C", "C", "C", "C", "C", "H", "H", "H", "H", "H", "H", "H", "H", "H", "H", "H", "H", "H", "H", "H", "H", "H", "H", "H", "H", "H", "H", "H", "H", "H"],
  "xyz": [[-1.955, -0.834, -3.654], [0.716, 0.444, -0.863], [-1.035, -2.341, 3.372], [-1.385, -0.786, -1.609], [0.335, -3.234, 0.405], [0.430, -5.627, -6.642], [-0.557, -0.268, -6.534], [-2.085, -4.801, -7.240], [-7.866, -2.423, -3.579], [-7.206, 0.037, -4.517], [-0.900, 4.399, -6.664], [-3.118, -2.639, -6.036], [-0.097, 2.061, -7.790], [1.924, -4.241, -4.837], [-5.926, -4.105, -2.683], [-2.672, 2.037, -3.025], [-2.210, 4.385, -4.283], [-3.327, -3.345, -2.825], [-4.624, 0.796, -4.621], [0.878, -2.056, -3.625], [1.724, 3.935, 0.143], [2.138, 1.814, -0.524], [-0.740, 4.281, 1.077], [0.727, -0.249, 1.268], [-2.028, 0.926, 0.991], [1.334, 2.731, -0.047], [0.594, 1.696, -2.864], [2.474, -1.008, -0.681], [2.024, 3.358, -3.112], [0.103, 2.259, 0.198], [-1.906, 2.278, 1.311], [-5.602, -2.902, -3.153], [2.912, -1.043, 0.614], [-1.367, -4.148, -6.328], [0.689, -4.191, 4.389], [3.811, -0.877, 3.253], [3.255, -1.521, -1.606], [0.113, -2.766, -4.479], [1.745, 1.219, -3.457], [4.189, -1.534, 0.971], [-6.253, -0.793, -4.089], [-1.171, 3.244, -6.065], [-1.888, -3.039, -5.684], [2.641, 4.653, -2.886], [0.223, -3.444, 3.164], [2.049, -0.560, 1.634], [4.626, -1.436, 2.309], [-4.284, -2.491, -3.212], [0.850, -3.753, 1.935], [-1.008, 0.860, -5.970], [2.635, 2.241, -3.602], [-0.756, 2.052, -6.631], [4.495, -2.115, -1.333], [-4.922, -0.415, -4.126], [-1.840, 3.232, -4.851], [0.803, 2.989, -2.688], [-2.072, 2.027, -4.223], [2.511, -0.463, 2.922], [-3.909, -1.248, -3.694], [-1.675, 0.815, -4.761], [-6.594, -2.044, -3.604], [2.036, -4.688, 1.965], [0.671, -3.867, -5.101], [-0.083, -4.569, -6.026], [-1.173, -2.330, -4.734], [-0.812, 2.955, 0.846], [4.972, -2.110, -0.053], [0.187, 4.668, 0.928], [1.856, -0.087, 3.697], [1.812, 0.200, -3.807], [3.603, 4.686, -3.391], [-2.562, 0.767, 0.142], [3.629, 2.261, -4.013], [1.742, -5.695, 2.272], [2.480, -4.744, 0.975], [0.084, 3.688, -2.288], [0.625, -5.270, 4.228], [2.789, 4.791, -1.816], [-1.341, 4.686, 1.774], [5.933, -2.542, 0.194], [0.072, -3.929, 5.244], [-2.741, 2.817, 1.488], [2.006, 5.451, -3.266], [0.245, -1.147, 0.972], [2.895, -1.496, -2.626], [0.209, 0.073, 2.073], [-2.420, 0.403, 1.764], [2.790, -4.330, 2.673], [5.060, -2.557, -2.142], [4.152, -0.779, 4.274], [1.732, -3.956, 4.624], [5.612, -1.799, 2.570]],
  "mulliken_charge": [1.492, -0.528, -0.415, 0.037, -0.154, -0.304, -0.299, -0.308, -0.304, -0.304, -0.337, -0.341, -0.326, -0.296, -0.294, -0.572, -0.395, -0.299, -0.245, 0.222, -0.955, -0.606, -0.448, 0.995, -0.347, 1.023, 0.825, 1.126, 0.443, -0.032, -0.289, 0.018, 0.391, 0.225, -1.288, -0.976, -0.306, -0.418, -0.213, 0.772, 0.041, 0.705, 0.716, -0.924, 0.505, 0.166, -0.898, 0.338, 0.340, 0.561, -1.224, 0.230, -1.288, 0.646, 0.124, -1.072, 0.250, -0.449, -1.068, -0.422, 0.693, -1.554, -0.242, 0.638, -0.528, 0.402, -0.782, 0.241, 0.470, 0.593, 0.349, 0.206, 0.522, 0.429, 0.359, 0.464, 0.288, 0.338, 0.219, 0.454, 0.399, 0.199, 0.303, -0.431, 0.332, 0.299, 0.270, 0.288, 0.469, 0.425, 0.230, 0.416]
}



No. 2
{
  "formula": "C36H25NO4PS2Ti",
  "method": "ωB97M-V/def2-TZVPD",
  "gap_ev": 7.11,
  "multiplicity": 1,
  "total_charge": 1,
  "species": ["Ti", "S", "S", "P", "O", "O", "O", "O", "N", "C", "C", "C", "C", "C", "C", "C", "C", "C", "C", "C", "C", "C", "C", "C", "C", "C", "C", "C", "C", "C", "C", "C", "C", "C", "C", "C", "C", "C", "C", "C", "C", "C", "C", "C", "C", "H", "H", "H", "H", "H", "H", "H", "H", "H", "H", "H", "H", "H", "H", "H", "H", "H", "H", "H", "H", "H", "H", "H", "H", "H"],
  "xyz": [[-0.863, 0.042, -1.163], [-4.526, 1.862, 1.569], [-0.484, 0.882, -3.982], [1.622, -0.175, -0.889], [-5.749, 1.847, 0.839], [-4.089, 3.032, 2.264], [-1.704, -0.236, 0.377], [-2.702, -0.593, -3.541], [-3.282, 1.389, 0.553], [0.585, -2.665, -1.024], [4.731, 1.150, -3.111], [1.836, -4.711, -0.551], [0.890, 2.943, -2.806], [-0.578, -4.808, -1.093], [5.663, 1.521, -2.149], [0.333, 1.391, 3.225], [4.127, 0.917, -0.396], [-2.772, 0.299, 0.977], [0.613, -4.072, -0.881], [-1.784, -0.074, -3.015], [2.984, -3.996, -0.369], [-0.631, -2.005, -1.401], [3.494, 0.662, -2.719], [1.790, -1.953, -0.790], [0.018, 4.307, -1.006], [2.961, -2.590, -0.489], [1.121, 1.768, 0.988], [1.005, 4.024, -1.955], [0.645, 2.267, 2.193], [-4.402, 0.448, 2.628], [5.364, 1.403, -0.798], [-3.740, -1.871, 3.933], [0.523, 0.022, 3.061], [-3.361, -0.337, 2.169], [-3.009, -1.510, 2.806], [-1.091, 3.498, -0.917], [-0.256, 2.139, -2.757], [-1.754, -2.769, -1.604], [3.196, 0.544, -1.361], [1.273, 0.392, 0.808], [-1.732, -4.172, -1.446], [-4.787, -1.073, 4.390], [0.985, -0.479, 1.857], [-1.246, 2.426, -1.807], [-5.138, 0.107, 3.741], [2.766, 0.362, -3.465], [-5.343, -1.377, 5.267], [1.876, 4.663, -2.032], [3.913, -4.499, -0.133], [3.890, 0.831, 0.657], [-2.198, -2.121, 2.430], [6.095, 1.691, -0.053], [1.110, -1.546, 1.723], [1.656, 2.738, -3.542], [-2.233, 1.966, -1.856], [4.970, 1.240, -4.163], [-1.875, 3.694, -0.196], [-3.497, -2.783, 4.462], [0.518, 3.334, 2.327], [-5.953, 0.723, 4.097], [1.387, 2.448, 0.187], [3.873, -2.022, -0.341], [0.119, 5.164, -0.353], [-2.639, -4.738, -1.617], [6.629, 1.904, -2.454], [-2.687, -2.308, -1.901], [-0.051, 1.775, 4.161], [-0.555, -5.886, -0.981], [1.847, -5.791, -0.461], [0.302, -0.656, 3.877]],
  "mulliken_charge": [-1.001, 1.217, -0.172, 2.695, -0.653, -0.660, 0.278, -0.468, -0.241, 0.324, -0.796, -0.851, -0.399, -0.802, -0.526, -0.681, -0.357, 0.092, 0.515, 0.591, -1.014, 0.679, -0.383, -0.005, -0.772, -0.506, -0.281, -0.572, -0.869, -0.018, -0.735, -0.874, -0.606, 0.242, -0.331, -0.612, 0.447, -0.017, 0.700, -0.191, -1.204, -0.534, -0.645, -0.621, -0.664, 0.544, 0.420, 0.408, 0.444, 0.479, 0.570, 0.442, 0.415, 0.520, 0.932, 0.444, 0.537, 0.422, 0.450, 0.469, 0.740, 0.513, 0.447, 0.445, 0.424, 0.475, 0.426, 0.415, 0.434, 0.465]
}



No. 3
{
  "formula": "C36H27BrF4N4OPSeW",
  "method": "ωB97M-V/def2-TZVPD",
  "gap_ev": [3.01, 2.90],
  "multiplicity": 3,
  "total_charge": 3,
  "s_squared": 2.0351,
  "species": ["W", "Br", "Se", "P", "F", "F", "F", "F", "O", "N", "N", "N", "N", "C", "C", "C", "C", "C", "C", "C", "C", "C", "C", "C", "C", "C", "C", "C", "C", "C", "C", "C", "C", "C", "C", "C", "C", "C", "C", "C", "C", "C", "C", "C", "C", "C", "C", "C", "C", "H", "H", "H", "H", "H", "H", "H", "H", "H", "H", "H", "H", "H", "H", "H", "H", "H", "H", "H", "H", "H", "H", "H", "H", "H", "H", "H"],
  "xyz": [[0.495, -0.781, 0.921], [2.668, -0.134, -0.022], [0.149, -2.735, 2.294], [0.566, 0.706, 2.746], [4.501, 2.080, -0.485], [1.804, 3.063, 4.172], [5.113, 4.252, 1.046], [3.734, 4.701, 3.379], [-3.934, 3.187, -3.456], [-3.356, 1.320, -4.712], [-1.026, -0.664, -0.346], [2.079, -6.361, 0.078], [-2.231, 1.918, -2.661], [0.935, -4.090, 1.214], [2.055, -1.321, 6.559], [-2.792, -1.697, -1.569], [2.740, 1.518, 1.062], [3.800, 2.312, 0.632], [-2.397, 3.487, 2.518], [0.642, -0.742, -8.219], [-1.719, -0.801, -7.252], [-1.884, -1.733, -0.540], [2.815, -5.300, 0.392], [0.255, -0.698, 5.062], [2.290, -4.143, 0.962], [-0.987, 1.019, -5.237], [2.402, 2.789, 3.009], [0.134, -5.181, 0.838], [-1.124, 2.129, 4.628], [-0.028, 0.537, -6.132], [-1.148, 0.477, -1.135], [1.987, 1.747, 2.229], [3.431, 3.649, 2.643], [0.688, -1.256, 6.283], [-2.338, 0.685, -5.444], [0.766, -6.296, 0.328], [-3.191, 2.201, -3.585], [-0.698, 1.908, 3.290], [2.993, -0.854, 5.639], [4.134, 3.427, 1.453], [1.228, -0.151, 4.179], [-2.832, 3.642, 3.855], [-2.877, -0.558, -2.402], [-2.098, 0.578, -2.116], [-2.215, 2.952, 4.888], [-1.312, 2.656, 2.244], [2.601, -0.228, 4.466], [-2.688, -0.317, -6.379], [-0.381, -0.347, -7.178], [0.238, -7.173, -0.039], [-3.729, -0.696, -6.457], [2.391, -1.820, 7.412], [-2.795, 4.051, 1.689], [-0.593, 1.664, 5.426], [-0.020, -1.621, 6.993], [-3.526, -0.610, -3.270], [-0.930, -5.206, 1.012], [-1.969, -1.502, -8.047], [1.016, 0.783, -6.028], [-3.472, -2.506, -1.808], [-2.177, 2.601, -1.903], [-0.475, 1.307, -0.904], [3.839, -5.382, 0.093], [-0.810, -0.692, 4.765], [-2.547, 3.105, 5.896], [0.687, -1.813, -8.361], [-0.729, 1.771, -4.501], [0.426, -0.288, -9.195], [4.057, -0.915, 5.867], [-3.668, 4.307, 4.069], [3.330, 0.203, 3.795], [-4.089, 1.654, -5.323], [1.639, -0.399, -7.908], [-0.953, 2.629, 1.213], [2.972, -3.381, 1.273], [-1.865, -2.621, 0.104]],
  "mulliken_spin": [1.946, -0.011, -0.109, 0.100, 0.000, 0.001, 0.001, 0.001, -0.001, 0.001, -0.039, -0.004, -0.001, 0.061, 0.003, 0.005, -0.026, 0.014, 0.005, 0.000, 0.000, 0.020, 0.003, 0.021, -0.015, 0.001, 0.016, -0.009, -0.006, 0.000, -0.020, -0.034, 0.005, 0.000, 0.000, 0.003, 0.000, -0.029, 0.003, 0.001, 0.030, -0.003, 0.026, 0.033, 0.002, -0.003, 0.007, 0.001, 0.002, 0.001, 0.000, 0.000, 0.000, 0.001, 0.000, 0.001, 0.003, 0.000, 0.000, 0.001, 0.000, -0.012, 0.000, 0.003, 0.000, 0.000, 0.000, 0.000, 0.000, 0.000, 0.001, 0.000, 0.000, -0.002, 0.008, -0.003]
}